--- a ---
Computed, not measured: a 2-piece molecular cluster, C5H13IN overall, with the ωB97M-V functional and the def2-TZVPD basis.

Structure (ORCA input):
```
! RIJCOSX wB97M-V def2-TZVPD def2/J DEFGRID3
* xyz 1 3
C -0.63 1.76 -0.90
C -0.14 0.94 1.48
C -0.79 -1.78 0.11
C 1.40 -0.78 -0.39
C -0.56 0.69 0.09
N -0.07 -0.62 -0.45
I -3.74 -0.08 -0.30
H -1.32 1.67 -1.78
H -0.85 2.79 -0.40
H 0.34 1.75 -1.32
H 0.86 1.28 1.33
H -0.63 1.93 1.94
H -0.11 -0.04 1.95
H -1.73 -1.91 -0.65
H -0.14 -2.75 -0.04
H -1.17 -1.70 1.10
H 1.69 -1.07 0.54
H 1.79 -1.50 -1.12
H 1.85 0.25 -0.73
H -0.32 -0.65 -1.48
*
```

**HOMO (spin up / spin down)**: -12.01 / -13.34 eV
**HOMO-LUMO gap (spin up / spin down)**: 8.90 / 6.65 eV

Löwdin atomic charge list, values in e, 4 entries: atom 1 (C): -0.084, atom 2 (C): -0.039, atom 3 (C): -0.082, atom 4 (C): 0.004


--- b ---
Computed, not measured: a 3-piece molecular cluster, C5H13IN overall, with the ωB97M-V functional and the def2-TZVPD basis.

Structure (ORCA input):
```
! RIJCOSX wB97M-V def2-TZVPD def2/J DEFGRID3
* xyz 1 3
C 0.33 -0.92 0.54
C 2.27 0.33 -0.40
C 0.48 2.68 0.19
C -1.38 -3.38 -0.13
C 0.91 0.25 0.23
N 0.19 1.34 0.45
I -3.48 0.12 0.01
H 1.06 -1.69 0.39
H -1.54 -3.21 0.84
H -0.64 -1.02 0.80
H 3.06 -0.24 0.07
H 2.77 1.33 -0.63
H 2.12 0.01 -1.48
H 1.31 3.11 0.71
H 0.89 2.91 -0.87
H -0.35 3.25 0.45
H -1.93 -2.80 -0.93
H -0.61 -4.11 -0.45
H -4.63 1.08 -0.29
H -0.82 0.97 0.50
*
```

**HOMO (spin up / spin down)**: -12.06 / -13.64 eV
**HOMO-LUMO gap (spin up / spin down)**: 9.01 / 6.90 eV

Löwdin atomic charge list, values in e, 4 entries: atom 1 (C): 0.183, atom 2 (C): 0.001, atom 3 (C): -0.036, atom 4 (C): 0.067


Relative calculated energies, zero for the most stable structure, unit hartree: a 0.0000; b 0.0400.


--- a ---
Computed, not measured: C5H10NS as an isolated structure, with the ωB97M-V functional and the def2-TZVPD basis.

Structure (ORCA input):
```
! RIJCOSX wB97M-V def2-TZVPD def2/J DEFGRID3
* xyz 1 1
C -0.21 0.90 -0.02
C 0.32 0.27 -1.27
C -0.45 -0.34 0.74
C 0.65 -0.85 -0.23
C -1.82 -0.96 0.50
N 0.40 1.95 0.54
S 2.33 -0.65 0.38
H 1.24 0.83 -1.59
H -0.33 -0.05 -2.08
H -0.24 -0.14 1.83
H 0.50 -1.82 -0.70
H -1.84 -1.39 -0.53
H -2.56 -0.28 0.69
H -1.96 -1.90 1.12
H 0.54 2.68 -0.18
H 0.55 2.19 1.57
H 2.90 -0.43 -0.77
*
```

**HOMO**: -13.53 eV
**HOMO-LUMO gap**: 8.74 eV

Löwdin atomic charge list, values in e, 4 entries: atom 1 (C): -0.234, atom 2 (C): -0.048, atom 3 (C): -0.284, atom 4 (C): -0.566


--- b ---
Computed, not measured: a 2-piece molecular cluster, C5H10NS overall, with the ωB97M-V functional and the def2-TZVPD basis.

Structure (ORCA input):
```
! RIJCOSX wB97M-V def2-TZVPD def2/J DEFGRID3
* xyz 1 1
C -0.09 -2.68 1.16
C -0.44 -3.17 0.13
C -0.27 1.42 0.65
C 1.18 1.68 0.55
C -0.24 0.26 -1.46
N -0.70 0.20 -0.04
S -1.36 2.39 1.34
H 0.31 -2.20 1.93
H -0.93 -3.55 -0.70
H 1.86 0.84 0.19
H 1.60 1.96 1.44
H 1.47 2.54 -0.10
H -0.80 -0.49 -2.09
H -0.49 1.30 -1.74
H 0.91 0.04 -1.46
H -0.31 -0.70 0.22
H -1.69 0.15 -0.02
*
```

**HOMO**: -13.88 eV
**HOMO-LUMO gap**: 8.85 eV

Löwdin atomic charge list, values in e, 4 entries: atom 1 (C): 0.033, atom 2 (C): 0.054, atom 3 (C): -0.796, atom 4 (C): -0.107


Relative calculated energies, zero for the most stable structure, unit hartree: a 0.0000; b 0.0719.


--- a ---
Computed, not measured: the molecule C22H29N3O5S, with the ωB97M-V functional and the def2-TZVPD basis.

Structure (ORCA input):
```
! RIJCOSX wB97M-V def2-TZVPD def2/J DEFGRID3
* xyz 0 1
C -1.81 -5.36 -1.07
H -2.47 -5.50 -0.22
H -2.34 -4.83 -1.86
H -1.53 -6.34 -1.45
C -0.53 -4.63 -0.67
N -0.72 -3.29 -0.13
C -1.95 -2.74 -0.01
C -2.21 -1.50 0.49
C -1.13 -0.65 0.93
O -1.26 0.50 1.37
C 0.20 -1.27 0.81
C 1.31 -0.54 1.24
C 2.57 -1.06 1.13
C 2.76 -2.33 0.59
C 1.68 -3.07 0.17
C 0.38 -2.56 0.28
H 1.86 -4.06 -0.23
H 3.77 -2.71 0.52
S 4.00 -0.08 1.60
O 3.66 0.74 2.72
O 5.13 -0.96 1.69
N 4.25 0.92 0.30
C 4.68 0.28 -0.92
C 5.33 1.32 -1.83
C 4.36 2.46 -2.10
C 3.90 3.07 -0.78
C 3.29 1.98 0.10
H 3.03 2.36 1.09
H 2.37 1.59 -0.38
H 4.76 3.49 -0.26
H 3.17 3.85 -0.95
H 4.83 3.22 -2.72
H 3.49 2.08 -2.65
H 6.22 1.71 -1.34
H 5.63 0.84 -2.77
H 5.38 -0.50 -0.64
H 3.82 -0.18 -1.44
H 1.14 0.43 1.68
C -3.65 -1.09 0.48
O -4.51 -1.82 -0.02
N -3.91 0.08 1.08
C -5.19 0.73 0.99
H -5.82 0.11 0.35
H -5.65 0.81 1.99
C -5.06 2.14 0.39
H -6.08 2.51 0.18
C -4.31 3.12 1.31
H -4.98 3.80 1.82
H -3.73 2.57 2.06
C -3.36 3.84 0.35
H -2.43 4.16 0.83
H -3.85 4.71 -0.10
C -3.12 2.76 -0.70
H -2.85 3.16 -1.68
O -4.37 2.11 -0.85
H -2.35 2.06 -0.37
H -3.10 0.62 1.39
H -2.80 -3.31 -0.34
H -0.01 -5.23 0.09
H 0.12 -4.55 -1.55
*
```

**HOMO**: -8.82 eV
**HOMO-LUMO gap**: 8.66 eV
**SMILES**: CCn1cc(C(=O)NC[C@H]2CCCO2)c(=O)c2cc(S(=O)(=O)N3CCCCC3)ccc21

Löwdin atomic charge list, values in e, 4 entries: atom 1 (C): -0.076, atom 2 (H): 0.086, atom 3 (H): 0.086, atom 4 (H): 0.083


--- b ---
Computed, not measured: the molecule C22H29N3O5S, with the ωB97M-V functional and the def2-TZVPD basis.

Structure (ORCA input):
```
! RIJCOSX wB97M-V def2-TZVPD def2/J DEFGRID3
* xyz 0 1
C 3.13 4.66 -0.15
C 4.55 4.56 -0.67
C 5.25 3.29 -0.18
N 4.60 2.09 -0.67
C 4.04 1.18 0.15
O 4.12 1.24 1.36
C 3.34 0.04 -0.60
C 2.11 0.54 -1.37
C 1.00 0.94 -0.40
N 0.64 -0.20 0.41
S -0.76 0.01 1.29
O -1.73 0.67 0.47
O -0.48 0.60 2.58
C -1.24 -1.67 1.59
C -0.98 -2.81 0.86
C -0.28 -3.07 -0.38
C -0.43 -2.42 -1.54
C -1.42 -1.41 -1.86
C -1.14 -0.44 -2.83
C -2.04 0.55 -3.12
C -3.28 0.59 -2.48
C -3.61 -0.42 -1.57
C -2.68 -1.39 -1.27
H -2.96 -2.17 -0.58
H -4.57 -0.44 -1.09
O -4.10 1.62 -2.82
C -5.30 1.79 -2.12
H -5.73 2.72 -2.48
H -5.12 1.87 -1.04
H -6.00 0.96 -2.31
H -1.82 1.32 -3.85
H -0.19 -0.46 -3.33
H 0.24 -2.68 -2.35
H 0.42 -3.89 -0.31
O -1.42 -3.87 1.56
N -1.99 -3.45 2.72
C -1.89 -2.15 2.76
C -2.42 -1.34 3.88
H -3.33 -0.83 3.57
H -1.69 -0.58 4.15
H -2.64 -1.98 4.73
C 1.75 -0.64 1.24
C 2.92 -1.08 0.36
H 3.75 -1.35 1.00
H 2.61 -1.95 -0.23
H 1.40 -1.48 1.85
H 2.07 0.16 1.91
H 0.10 1.25 -0.93
H 1.34 1.77 0.24
H 2.36 1.38 -2.01
H 1.74 -0.28 -1.99
H 4.07 -0.37 -1.31
H 4.51 1.99 -1.67
H 5.22 3.23 0.91
H 6.30 3.29 -0.51
H 4.55 4.57 -1.76
H 5.13 5.42 -0.33
H 3.11 4.63 0.93
H 2.67 5.59 -0.48
H 2.52 3.83 -0.52
*
```

**HOMO**: -8.17 eV
**HOMO-LUMO gap**: 8.27 eV
**SMILES**: CCCNC(=O)C1CCN(S(=O)(=O)c2c(C)noc2/C=C\c2ccc(OC)cc2)CC1

Löwdin atomic charge list, values in e, 4 entries: atom 1 (C): -0.099, atom 2 (C): -0.241, atom 3 (C): -0.193, atom 4 (N): 0.061


Relative calculated energies, zero for the most stable structure, unit hartree: a 0.0000; b 0.0948.


--- a ---
Computed, not measured: the molecule O2, with the ωB97M-V functional and the def2-TZVPD basis.

Structure (ORCA input):
```
! RIJCOSX wB97M-V def2-TZVPD def2/J DEFGRID3
* xyz 0 1
O -0.52 0.03 0.28
O 0.52 -0.03 -0.28
*
```

**HOMO**: -9.78 eV
**HOMO-LUMO gap**: 7.88 eV
**SMILES**: O=O

What are the Löwdin partial charges on each atom? They are as follows, in elementary charge units: atom 1 (O): 0.000, atom 2 (O): 0.000


--- b ---
Computed, not measured: a 2-piece molecular cluster, O2 overall, with the ωB97M-V functional and the def2-TZVPD basis.

Structure (ORCA input):
```
! RIJCOSX wB97M-V def2-TZVPD def2/J DEFGRID3
* xyz 0 1
O 0.00 0.00 0.96
O 0.00 0.00 -0.96
*
```

**HOMO**: -13.03 eV
**HOMO-LUMO gap**: 7.30 eV

What are the Löwdin partial charges on each atom? They are as follows, in elementary charge units: atom 1 (O): 0.000, atom 2 (O): 0.000


--- c ---
Computed, not measured: a 2-piece molecular cluster, O2 overall, with the ωB97M-V functional and the def2-TZVPD basis.

Structure (ORCA input):
```
! RIJCOSX wB97M-V def2-TZVPD def2/J DEFGRID3
* xyz 0 1
O 0.00 0.00 0.95
O 0.00 0.00 -0.95
*
```

**HOMO**: -13.01 eV
**HOMO-LUMO gap**: 7.31 eV

What are the Löwdin partial charges on each atom? They are as follows, in elementary charge units: atom 1 (O): 0.000, atom 2 (O): 0.000


Relative calculated energies, zero for the most stable structure, unit hartree: a 0.0000; b 0.2265; c 0.2220.